ORCA calculation (ωB97M-V/def2-TZVPD) on a gas-phase ion, C4H9OS (charge -1) at a distorted geometry.

Calculated values
Highest occupied orbital energy: -2.26 eV
ΔE to the lowest compared entry with this formula, charge and spin: 173.0 kJ/mol
E_LUMO: 3.04 eV
Spin multiplicity: 1
Structure (SMILES): [O-]CCCCS
Net charge: -1

XYZ file:
```
15
Properties=species:S:1:pos:R:3:forces:R:3
C -1.85040 -0.84724 0.80441 -0.6 0.3 -0.9
O -2.37040 -2.06743 0.80403 0.3 -0.1 0.1
C -0.28225 -0.71610 0.57403 -0.7 -0.5 0.3
C 0.01747 0.38172 -0.43269 0.7 1.9 1.5
C 1.42429 1.02613 -0.29640 1.4 -1.5 0.5
S 2.28874 1.24717 -1.88628 -0.2 -0.4 -0.2
H -2.32892 -0.14211 -0.00247 0.4 -0.5 0.6
H -1.98273 -0.29267 1.77257 -0.3 0.2 0.0
H 0.09422 -1.71233 0.33180 0.0 0.1 -0.4
H 0.07026 -0.51531 1.59951 0.5 0.4 -0.5
H -0.60961 1.22500 -0.11954 -0.5 -0.2 -0.4
H -0.18824 0.19279 -1.48172 -0.2 -0.4 0.1
H 1.56127 1.93605 0.29730 -0.7 0.2 -0.4
H 2.08748 0.33970 0.26391 -0.3 0.0 -0.3
H 2.06883 -0.05539 -2.22845 0.2 0.6 -0.1
```
Positions in Å, forces in eV/Å.